CF3O3SSn | ωB97M-V with the def2-TZVPD basis set

Each line ends with the Löwdin charge.
CARTESIAN COORDINATES (ANGSTROEM)
S 0.3098 0.0849 0.7279  0.5878
F 0.1755 -1.4463 -1.4385  0.1893
F -1.6494 -1.5343 -0.2489  0.2242
F -1.1924 0.2105 -1.5736  0.0959
O 1.2146 1.0851 0.0948  -0.6545
O 1.0593 -0.9707 1.4356  -0.2292
O -0.7459 0.6453 1.5511  -0.2607
Sn 1.5226 2.7093 0.1856  1.6377
C -0.6941 -0.7837 -0.7339  -0.5904

Calculated values
Highest occupied orbital energy, eV: -15.69
HOMO-LUMO gap, eV: 8.5
Total charge: +1
Total energy, Ha: -1175.502980
Relative energy (zero: lowest compared OMol25 entry of this formula, charge and spin), eV: 1.1948

C5H5ClFN | ωB97M-V with the def2-TZVPD basis set

Each line ends with the Löwdin charge.
CARTESIAN COORDINATES (ANGSTROEM)
F 2.3181 -0.6762 -1.5295  0.1178
C -0.8654 0.5948 -1.3069  -0.1390
C -1.1737 0.5526 -0.0469  -0.1501
Cl -1.2281 -0.5452 2.4275  0.5869
H -1.6831 0.6391 -2.0826  0.1302
N 0.3884 0.2331 -1.8597  0.1348
C 0.8967 -0.5959 0.5315  -0.0789
H -2.1446 0.8892 0.3491  0.0998
C 1.1736 -0.2645 -1.0533  -0.3428
H 0.6074 -1.6174 0.5456  0.0983
H 1.8011 -0.4336 1.1417  0.1218
C -0.2518 0.1929 1.1013  -0.6932
H 0.1614 1.0312 1.7823  0.1141

Calculated values
Highest occupied orbital energy, eV: -9.67
HOMO-LUMO gap, eV: 10.2
SMILES: FC1=NC=C[C@@H](Cl)C1
Total charge: 0
Total energy, Ha: -808.289900
Relative energy (zero: lowest compared OMol25 entry of this formula, charge and spin), eV: 0.5039

C5H13NO2 | ωB97M-V with the def2-TZVPD basis set

Each line ends with the Löwdin charge.
CARTESIAN COORDINATES (ANGSTROEM)
H 1.7601 0.8060 -1.7981  0.0939
C 2.1887 -1.2788 0.3685  -0.0511
O 0.3978 1.9943 0.2618  0.0727
H 0.8737 1.6772 2.4175  0.1279
H -3.6901 0.4112 -0.7091  0.0610
C -2.6270 0.1607 -0.7928  -0.1853
C 1.0046 0.8872 0.7494  -0.4411
H 3.2402 -0.9988 0.2346  0.0808
H -2.5096 -0.5403 -1.6263  0.0635
H -2.6126 -1.3666 0.7282  0.0579
C -2.0813 -0.4387 0.4893  -0.1749
H -0.9091 -0.6092 0.3672  0.0839
C 1.2642 -0.1780 -0.0851  -0.3810
O 1.2705 0.8585 2.0709  0.0968
H 2.0148 -2.1851 -0.2216  0.0712
H 0.1979 1.7497 -0.6709  0.0998
N 1.1599 0.0470 -1.4728  0.0493
H -2.0839 1.0756 -1.0504  0.0477
H -2.2734 0.2377 1.3297  0.0614
H 2.0394 -1.5209 1.4252  0.0772
H 1.3753 -0.7884 -2.0154  0.0883

Calculated values
Highest occupied orbital energy, eV: -7.36
HOMO-LUMO gap, eV: 8.1
SMILES: CC(N)=C(O)O.CC
Total charge: 0
Total energy, Ha: -403.502621
Relative energy (zero: lowest compared OMol25 entry of this formula, charge and spin), eV: 2.0134

C51H51BrCl3N6O7SSeTi | ωB97M-V with the def2-TZVPD basis set

Each line ends with the Löwdin charge.
CARTESIAN COORDINATES (ANGSTROEM)
N -3.3810 2.6451 -0.1706  -0.1153
C 2.7542 -0.9470 -1.8839  -0.2750
Cl -2.5759 -3.3647 4.9791  0.6784
C -1.2647 0.6428 3.2449  -0.0966
N 2.0683 -3.2309 -0.9564  0.1503
C -6.7736 2.2911 -0.7470  -0.5086
C -4.8342 -0.1060 0.4047  -0.1231
C -6.1208 1.6120 -1.9505  -0.0436
O 1.4887 3.7175 -2.8820  -0.4276
C 4.8927 -0.8304 -2.9800  -0.0822
H -4.3861 3.8434 1.1554  0.1440
C 1.7788 -4.5855 -0.8825  -0.1794
N -1.4388 1.6570 -0.1745  0.1070
H 0.3729 -2.4263 -3.0841  0.0722
C 5.2444 2.2088 -1.0317  -0.1374
C 0.3776 -0.0852 1.4405  -0.2211
H -5.6532 -0.6192 -0.1073  0.1029
H -6.4707 4.1869 -1.7857  0.0795
H -6.0390 0.5416 -1.8069  0.0677
C -4.1974 -1.0487 1.3904  -0.1679
O 3.2241 1.6820 -2.5307  -0.4433
C 7.1846 2.5178 -2.4221  -0.1491
C 4.2696 -1.0175 -4.2009  -0.0866
H -0.6702 -4.0182 3.6648  0.0133
C -7.2319 3.6918 -1.1898  -0.0535
O 3.2697 3.4794 -0.6690  -0.0299
H -5.0333 -3.3472 3.7347  0.0903
H 5.9018 4.1296 4.0934  0.0838
H -1.4087 1.3363 4.0677  0.0985
C 7.3715 1.2588 -0.3896  -0.1000
Br 4.9034 3.9143 -3.3194  0.8642
H 0.2692 -1.0152 -4.1593  0.0766
C 2.6216 -6.8413 -0.8567  -0.0657
N 0.4880 -2.3080 0.4882  0.1471
H -4.8192 4.0587 -0.5436  0.1246
C 1.4893 -2.1184 -0.3903  -0.3161
H -7.4610 4.3127 -0.3274  0.0821
C -0.6232 -2.1007 2.6677  -0.2136
H -5.9967 -2.0649 1.8921  0.1047
O -6.5120 3.1832 1.4922  -0.0349
N 1.9845 -0.9332 -0.6957  0.0557
C 2.1184 -1.1656 -3.1171  -0.2340
O 0.7971 1.5480 -1.5144  -0.5013
H -1.5192 1.2786 -2.2775  0.1128
H 4.3513 -4.2123 0.0530  0.0894
H -8.1261 3.6065 -1.8048  0.0800
H 5.1809 1.7797 3.7725  0.0880
H 4.4644 5.9618 3.2060  0.0881
H -3.2435 -0.0780 3.6955  0.1485
H -6.2497 0.7422 1.7597  0.1164
C 1.3217 -7.3434 -0.9129  -0.1019
H -0.1422 -1.6947 3.5722  0.1493
C -4.3845 -2.7140 3.1476  -0.1263
Se 1.7071 2.1619 -2.7868  0.7548
C 0.6333 -1.3688 -3.1979  -0.0375
C -0.3890 -3.6180 2.6963  -0.0856
H -8.6508 1.3553 -1.2436  0.0838
C -5.3911 1.1052 1.1841  -0.0831
H 1.1507 -8.4101 -0.9269  0.0883
H -8.6311 2.0485 0.3738  0.0800
C 4.9832 3.9064 3.5725  -0.1218
C 4.2716 -4.9552 -0.7416  -0.0393
Ti 1.5594 1.0025 -0.0476  0.6110
C -2.3206 2.2797 0.5723  -0.1222
C 0.0760 -1.4035 1.4880  -0.2381
C 2.8704 -5.4879 -0.8353  -0.2110
C 4.1890 4.9278 3.0735  -0.1400
H -0.7588 -6.8275 -1.0112  0.0970
S 1.1611 3.0743 1.2126  0.7139
C -2.1209 -1.7448 2.7725  -0.2847
C -2.7673 -0.8752 1.7080  -0.0954
Cl 3.0311 0.6088 2.5150  0.8111
H -5.1264 2.0055 -2.1376  0.0544
C -0.0903 0.6900 2.5904  -0.2220
H 7.6284 2.9360 -3.3132  0.0817
C 7.9415 1.7523 -1.5533  -0.1228
H -6.7355 1.7821 -2.8327  0.0849
H 0.1329 -0.8006 -2.4104  0.0703
C 2.8972 -1.1876 -4.2618  -0.0480
H 4.5832 -4.4790 -1.6738  0.0877
H 0.6693 -3.8432 2.5570  0.0878
H 7.9661 0.7004 0.3225  0.0899
H -7.2128 2.6309 1.8553  0.0857
C 3.7755 2.3680 -0.7033  -0.6825
H 4.8532 -1.0195 -5.1102  0.0908
C -4.9414 -1.9408 2.1034  -0.0609
C 3.0379 4.6225 2.3834  -0.7039
H 4.9675 -5.7634 -0.5268  0.0723
C 6.0296 1.4799 -0.1445  -0.0292
H 0.2641 -3.2775 0.6536  0.0765
H 0.5904 1.4488 2.9636  0.0217
H 2.4084 -1.3291 -5.2144  0.1098
C 4.5874 2.5940 3.3860  -0.1464
H 8.9793 1.5444 -1.7831  0.0862
C 0.4711 -5.0928 -0.9443  -0.0351
C -2.3941 -0.2588 3.0405  -0.1462
C 3.4257 2.2991 2.6935  -0.5940
C -3.0534 -2.6528 3.4487  -0.5559
O 1.1601 1.4652 -4.1107  -0.4374
C 4.1399 -0.8156 -1.8228  -0.0386
C -1.9923 1.6805 -1.4045  -0.1647
H 5.5631 1.0845 0.7478  0.1074
C 2.6069 3.3008 2.1296  -0.6529
C 5.8456 2.7703 -2.1471  -0.5742
H -2.1398 -0.5811 0.8754  0.1345
C -4.5798 3.3179 0.2174  -0.0426
C -5.8215 2.4224 0.4902  -0.4156
H -0.9825 -4.1452 1.9482  0.0849
H 4.6039 -0.6541 -0.8585  0.1116
H -4.1067 0.2065 -0.3413  0.1023
N -3.1633 2.2695 -1.4408  0.0934
H -4.6352 1.3914 1.9197  0.1224
H 3.4582 -7.5283 -0.8279  0.1031
H -7.7853 0.5261 0.0458  0.0740
Cl 2.0874 5.8992 1.7573  0.6638
H -0.3622 -4.4103 -1.0238  0.1140
H 5.9614 -0.6742 -2.9257  0.0981
H -2.2113 2.4756 1.6199  0.1280
H 2.9383 -3.0004 -1.4228  0.1245
C -8.0348 1.5032 -0.3576  -0.0471
C 0.2526 -6.4514 -0.9533  -0.1011
O 3.3074 1.3480 -0.0380  -0.3035

Calculated values
Highest occupied orbital energy (spin up / spin down), eV: -0.35 / -1.61
HOMO-LUMO gap (spin up / spin down), eV: 3.8 / 5.0
Expectation value of S²: 0.75
Multiplicity: 2
Total charge: -2
Total energy, Ha: -10432.918085
Relative energy (zero: lowest compared OMol25 entry of this formula, charge and spin), eV: 3.6391